DFT (ωB97M-V/def2-TZVPD) results for a cluster of 12 separate species, C75H178N10O19 in total in a non-equilibrium geometry.

Properties
Kohn-Sham gap in eV: 8.2
2S+1: 1
SMILES: CC1(C)CCCC(C)(C)N1O.CC1(C)CCCC(C)(C)N1O.CC1(C)CCCC(C)(C)N1O.COCCNCCOC.COCCNCCOC.COCCNCCOC.COCCNCCOC.COCCNCCOC.COCCNCCOC.COCCNCCOC.CC(C)O.CC(C)O
Net charge: 0

```
282
Properties=species:S:1:pos:R:3:forces:R:3
C 0.957064 -5.700405 -2.954539 0.32 0.15 0.56
C 1.866874 -6.603605 -2.050319 -0.25 -0.37 -0.44
C 2.171544 -7.986375 -2.726489 -0.77 0.40 -0.02
C 3.230024 -5.932645 -1.858079 0.80 2.46 0.86
C 3.264144 -4.756535 -0.767749 0.37 -1.45 -1.36
C 2.746744 -5.255145 0.551261 -0.77 0.64 -1.25
C 1.306134 -5.907265 0.440171 0.96 -0.30 0.32
C 1.178234 -6.693385 1.777351 -0.98 -0.13 -1.38
C 0.189544 -4.880765 0.307581 -0.12 1.14 0.08
N 1.275574 -6.859185 -0.722809 2.01 -0.42 1.06
O 0.094784 -7.604575 -0.769829 -0.81 0.65 -0.37
H 0.563814 -4.876205 -2.359439 -0.17 -0.16 0.18
H 1.534044 -5.177975 -3.717609 0.15 -0.42 -0.32
H 0.112394 -6.218365 -3.408809 0.09 -0.13 0.08
H 1.329204 -8.677015 -2.766269 -0.36 0.24 0.35
H 2.385124 -7.849865 -3.786599 0.55 0.20 0.04
H 2.967814 -8.509385 -2.196849 0.15 0.18 -0.15
H 4.074054 -6.607855 -1.717379 -0.36 -0.43 0.61
H 3.580534 -5.368345 -2.722259 -0.53 -0.36 -0.72
H 4.298564 -4.460385 -0.593489 0.24 -0.01 -0.29
H 2.802004 -3.859965 -1.180889 -0.52 -0.05 0.13
H 2.801894 -4.370515 1.185681 -0.67 -0.21 0.69
H 3.540954 -5.928245 0.874181 -0.54 -0.54 0.41
H 0.899624 -6.036385 2.601261 0.40 0.09 -0.11
H 2.088174 -7.266245 1.956091 -0.15 0.00 0.18
H 0.327714 -7.353085 1.605581 0.01 -0.35 0.44
H -0.770726 -5.179035 -0.113139 0.16 -0.87 0.14
H 0.464904 -4.067795 -0.364249 0.39 0.22 -0.03
H -0.044266 -4.413485 1.264181 0.18 -0.06 0.07
H 0.314614 -8.514975 -0.559009 0.35 -0.05 0.11
C -6.773036 -3.306985 -0.553229 0.09 -0.36 -0.33
C -5.596346 -3.457455 -1.585319 0.68 0.07 0.83
C -5.524646 -4.909855 -2.176739 0.13 0.00 0.27
C -5.869476 -2.465555 -2.719149 0.57 0.29 -1.49
C -4.625976 -1.962825 -3.563389 -0.59 -0.65 0.11
C -3.558546 -1.531285 -2.624509 1.19 -0.10 0.90
C -3.110356 -2.586585 -1.572509 -0.80 -0.36 -1.83
C -2.353726 -3.744705 -2.274729 0.59 -0.23 0.66
C -2.122796 -1.859005 -0.652989 -0.53 -0.89 0.57
N -4.344186 -3.037435 -0.900279 -0.88 2.18 -1.09
O -4.102186 -3.842545 0.157311 0.89 -1.72 1.53
H -6.970336 -2.265405 -0.299669 -0.07 0.18 -0.55
H -7.640086 -3.797085 -0.996079 -0.29 0.40 -0.14
H -6.714986 -3.754625 0.438911 0.85 -0.53 -0.22
H -4.867766 -4.935965 -3.046189 0.17 0.06 0.07
H -5.192686 -5.666675 -1.466019 0.45 0.35 0.28
H -6.462856 -5.352135 -2.511769 -0.45 0.65 -0.08
H -6.590726 -3.011365 -3.327419 -0.16 0.44 -0.41
H -6.329186 -1.537655 -2.378899 -0.18 -0.17 0.38
H -4.198316 -2.643195 -4.299809 -0.18 -0.86 0.33
H -4.797106 -1.123275 -4.237169 -0.95 0.26 0.31
H -3.823466 -0.634125 -2.065019 -0.36 0.09 0.10
H -2.667166 -1.239975 -3.180099 0.21 -0.01 -0.15
H -2.372476 -4.667205 -1.694419 -0.26 0.06 0.40
H -1.298736 -3.471265 -2.257129 0.15 -0.02 -0.52
H -2.651136 -4.076215 -3.269589 -0.20 0.59 -0.15
H -1.535506 -2.602125 -0.113599 0.18 0.01 0.12
H -2.639326 -1.270185 0.105031 -0.08 0.27 -0.11
H -1.433416 -1.242145 -1.229489 -0.19 -0.12 -0.05
H -4.099956 -3.269235 0.927311 -0.07 0.13 0.26
C 5.089644 2.267855 1.321021 0.23 0.38 0.16
C 5.608834 3.271645 2.405931 -0.25 0.45 -0.70
C 6.609014 2.584755 3.338191 -1.24 -1.09 0.78
C 6.429934 4.372515 1.643721 -1.59 0.11 0.37
C 5.542714 5.353225 0.858641 0.32 0.76 0.11
C 4.447764 5.968945 1.718651 0.08 -1.54 0.59
C 3.572594 4.866975 2.451861 0.16 1.32 -0.83
C 2.659444 5.736755 3.370821 0.57 -0.81 0.87
C 2.642584 4.135905 1.439281 -0.72 0.48 0.92
N 4.491554 3.930495 3.212111 1.55 2.20 -1.39
O 3.790714 3.038725 4.017951 -0.65 -0.79 -0.15
H 4.691354 2.803215 0.459141 0.06 0.08 0.03
H 5.950624 1.703185 0.963281 -0.08 -0.11 0.08
H 4.298894 1.575545 1.610021 0.18 -0.01 0.44
H 7.268464 1.872755 2.841921 0.14 0.39 -0.39
H 7.177694 3.196745 4.038311 -0.09 0.42 -0.37
H 5.990584 1.936315 3.958801 0.05 -0.20 0.34
H 6.977004 4.943235 2.394121 0.20 -0.03 -0.03
H 7.117454 3.842245 0.984751 0.14 0.10 0.06
H 6.115674 6.244455 0.602681 0.54 -0.23 -0.48
H 5.159544 4.954585 -0.080699 -0.07 -0.23 0.08
H 3.840004 6.668545 1.144811 -0.40 -0.41 -0.20
H 4.927104 6.627795 2.442701 0.07 -0.25 0.47
H 1.884694 5.154435 3.869601 -0.27 -0.06 -0.35
H 2.245334 6.583385 2.823261 -0.24 -0.36 -0.25
H 3.186644 6.199655 4.205021 0.55 -0.07 -0.03
H 2.427154 3.170245 1.896671 0.05 -0.36 -0.60
H 2.875874 4.121765 0.374631 0.73 -0.42 0.25
H 1.679064 4.645545 1.436401 -0.17 0.19 0.15
H 3.831274 3.449625 4.884621 0.04 -0.06 0.17
C -3.988776 1.383025 8.368371 -0.93 0.07 -1.13
O -3.064136 1.529075 7.311631 -1.14 0.29 -0.19
C -1.855646 1.919835 7.825631 2.47 -0.46 0.21
C -0.846196 1.987015 6.650941 -0.22 -0.21 0.04
N -0.988326 3.178885 5.856871 -0.45 0.88 1.31
C -0.556286 3.059725 4.473111 -0.69 -0.81 1.25
C -0.937826 4.317135 3.751861 -0.86 0.15 0.09
O -2.300096 4.654245 4.098061 0.72 -0.62 -0.63
C -2.618036 5.952465 3.652781 0.43 -0.28 0.05
H -3.860626 2.161395 9.120581 -0.01 -0.06 0.14
H -3.962916 0.380585 8.795621 0.23 -0.03 0.23
H -4.944096 1.518735 7.861371 -0.31 -0.08 0.45
H -1.546506 1.122845 8.501901 0.58 -0.19 0.26
H -1.954136 2.796805 8.465411 0.15 0.58 -0.31
H -1.228876 1.163825 6.047601 0.56 -0.82 -0.17
H 0.212854 1.866395 6.878881 -0.13 -0.42 0.53
H -1.994426 3.251815 5.907241 -0.26 1.01 -0.85
H -1.045306 2.149455 4.126171 -0.04 -0.06 -1.05
H 0.516364 2.866495 4.459571 0.19 0.20 -0.20
H -0.848766 4.192035 2.672741 0.00 0.01 -0.26
H -0.270316 5.127205 4.045671 -0.01 0.20 0.17
H -1.967136 6.629465 4.206041 -0.35 0.58 0.12
H -3.685226 6.119675 3.798511 0.19 0.12 0.21
H -2.382736 6.083765 2.596601 -0.08 -0.05 -0.30
C 1.250054 -2.398905 -7.108569 -0.50 1.12 -1.02
O -0.060036 -1.752845 -7.154289 0.98 -0.33 0.61
C -0.012726 -0.336025 -7.445299 -1.30 -0.72 0.16
C -1.471476 0.091925 -7.687959 -0.30 0.31 0.59
N -2.316906 0.028115 -6.445729 0.35 0.30 -1.37
C -3.781736 0.138495 -6.702139 -0.13 -1.47 2.15
C -4.255236 1.152625 -7.648439 -0.45 1.30 -1.36
O -5.685676 1.536415 -7.566049 1.96 -0.39 0.69
C -6.043936 2.113235 -6.283849 0.22 -0.77 -0.78
H 1.258734 -3.478865 -6.961239 -0.94 0.11 0.19
H 1.925984 -1.970395 -6.368559 -0.12 0.28 0.10
H 1.656554 -2.237135 -8.106919 0.51 -0.01 -0.02
H 0.553904 -0.134605 -8.354399 0.21 -0.10 -0.09
H 0.392054 0.246195 -6.617489 0.25 -0.12 0.20
H -1.877496 -0.502925 -8.506129 -0.07 -0.37 -0.09
H -1.495596 1.120645 -8.047499 0.23 0.15 0.03
H -2.136186 -0.905485 -6.105399 -0.20 -0.16 0.38
H -4.289696 0.334065 -5.757779 0.37 0.06 0.45
H -4.195916 -0.826875 -6.993029 -0.02 -0.31 -0.29
H -4.029706 0.685875 -8.607279 -0.82 0.61 -0.60
H -3.638526 2.050215 -7.602609 -0.12 0.31 0.18
H -6.246206 1.312305 -5.572729 -0.46 -0.04 0.06
H -6.921286 2.727735 -6.485699 0.05 -0.11 0.25
H -5.264456 2.701755 -5.799949 0.27 0.33 -0.46
C 6.248474 -4.397715 2.120341 -0.07 1.31 -0.28
O 6.780034 -3.452885 1.185581 0.25 1.11 0.37
C 6.823494 -2.041935 1.627271 0.80 -1.17 -0.23
C 7.936264 -1.318765 0.789551 -2.12 0.54 0.36
N 7.588504 -1.255515 -0.623329 0.03 0.24 -0.74
C 6.579094 -0.243235 -1.023549 -1.13 -0.21 0.77
C 6.215414 -0.101835 -2.497949 1.48 -1.45 -0.27
O 5.495664 -1.272835 -2.905829 -0.03 0.65 -0.65
C 4.998724 -1.116835 -4.248419 -0.48 -0.83 1.27
H 6.137234 -5.366635 1.633601 0.29 0.11 -0.02
H 5.258334 -4.056915 2.422971 -0.24 -0.12 0.24
H 6.900484 -4.428315 2.993291 -0.02 -0.34 0.13
H 7.036524 -1.891365 2.685591 0.55 -0.73 0.36
H 5.823404 -1.610035 1.589851 -0.17 0.18 -0.85
H 8.903624 -1.809945 0.894741 -0.13 0.02 0.24
H 7.939184 -0.297375 1.170141 0.52 0.12 0.20
H 7.252274 -2.200765 -0.739699 -0.39 -0.05 -1.12
H 6.784774 0.740615 -0.601869 0.82 -0.01 -0.22
H 5.608514 -0.431805 -0.564729 -0.35 -0.37 0.38
H 7.146554 -0.102255 -3.064579 0.30 0.17 -0.24
H 5.691434 0.808325 -2.789779 -0.37 0.15 0.56
H 4.497354 -2.058295 -4.472889 0.05 -0.06 -0.11
H 5.761144 -0.952235 -5.009809 0.18 0.30 0.17
H 4.219564 -0.355425 -4.213099 0.13 0.38 -0.46
C -3.720816 6.166605 -8.208619 2.40 0.15 1.51
O -3.041126 5.017975 -7.645449 -0.97 -0.49 -0.85
C -2.224156 5.250325 -6.500539 -0.85 -1.33 -0.18
C -1.985816 3.803485 -5.968369 0.11 0.76 0.18
N -1.080676 3.713925 -4.823179 -0.22 -0.52 -0.33
C -1.019596 2.360165 -4.266809 0.42 -0.28 1.88
C -0.011046 2.349495 -3.065039 -1.09 0.93 -1.66
O 1.211894 2.756145 -3.666399 0.61 -0.63 0.05
C 2.183154 3.275675 -2.774639 -0.59 0.03 0.23
H -2.880006 6.860045 -8.225219 -0.33 0.91 -0.58
H -4.428196 6.572495 -7.485449 -0.49 -0.16 -0.25
H -4.087826 6.033225 -9.226269 -0.11 -0.54 0.40
H -2.782356 5.861055 -5.790939 0.21 0.13 0.26
H -1.285066 5.727865 -6.780129 0.15 0.21 0.02
H -1.641446 3.233995 -6.831609 0.10 -0.24 -0.18
H -2.936066 3.362835 -5.666809 -0.13 0.15 -0.08
H -0.139616 3.893145 -5.143159 0.22 0.30 0.05
H -0.786566 1.528755 -4.932059 0.37 0.25 -0.55
H -1.970026 2.030975 -3.846769 -0.45 0.40 -0.01
H -0.032136 1.385445 -2.556839 0.62 -0.25 -0.21
H -0.345296 3.102305 -2.351139 0.01 0.26 0.17
H 2.122064 2.731775 -1.832019 0.32 -0.01 0.21
H 1.977964 4.332465 -2.603769 -0.08 0.22 0.24
H 3.188654 3.223045 -3.192139 -0.12 -0.34 -0.20
C -5.932026 1.244535 -0.366429 -0.80 1.00 -0.01
O -5.219256 2.359945 -0.891649 0.01 -0.07 0.67
C -5.109146 2.325795 -2.289359 0.30 0.15 -0.36
C -4.333746 3.571345 -2.790469 -0.90 -1.66 0.61
N -4.971496 4.828405 -2.467419 0.02 -1.23 -0.23
C -4.112086 5.870765 -2.954069 -1.46 0.17 0.82
C -4.755946 7.207815 -2.705529 1.12 0.14 1.25
O -4.735986 7.495335 -1.264249 0.31 -2.00 -1.96
C -4.836656 8.836265 -0.964459 0.26 -0.01 0.40
H -6.941196 1.275425 -0.777179 -0.26 -0.21 -0.21
H -6.067816 1.425165 0.699891 0.37 -0.21 0.04
H -5.522666 0.255005 -0.569779 0.51 0.05 -0.04
H -6.083086 2.223895 -2.768069 -0.43 0.35 0.00
H -4.600816 1.388105 -2.513909 0.53 0.00 -0.59
H -4.252986 3.507765 -3.875619 0.12 -0.12 -0.07
H -3.337096 3.460885 -2.363169 0.47 0.26 0.01
H -5.139856 4.873755 -1.472579 0.11 0.25 0.16
H -4.009136 5.701235 -4.025869 0.21 0.21 -0.06
H -3.137326 5.879485 -2.466339 0.41 -0.04 -0.11
H -5.792936 7.276205 -3.034279 0.16 0.09 -0.39
H -4.020266 7.809715 -3.238999 -0.55 1.26 0.03
H -5.697456 9.261505 -1.480479 -0.13 0.47 0.28
H -3.913206 9.348575 -1.234429 0.04 0.41 -0.19
H -4.904506 8.822295 0.123341 -0.39 0.66 -0.01
C 4.105474 -2.553745 8.349981 -0.59 -0.33 -0.12
O 3.091924 -3.046995 7.439921 1.12 0.86 0.38
C 3.426924 -4.178875 6.649871 -0.60 -0.21 0.10
C 2.221044 -4.459115 5.718641 1.15 0.21 -0.20
N 1.256544 -5.380365 6.269351 -1.48 0.93 -0.14
C 0.083124 -5.610125 5.341351 1.25 -1.39 0.76
C -0.719936 -4.397515 4.841971 1.62 0.29 -0.59
O 0.073904 -3.576025 3.920231 0.34 -0.93 0.19
C -0.629986 -2.723905 3.065131 -1.17 0.54 -0.19
H 5.059514 -2.249825 7.919221 0.08 -0.44 -0.69
H 4.293944 -3.277095 9.143291 0.07 -0.21 0.00
H 3.769354 -1.635495 8.831591 -0.61 -0.15 -0.15
H 3.684624 -5.027635 7.283351 -0.53 -0.39 0.41
H 4.357674 -4.101695 6.087871 0.08 0.87 -0.42
H 2.587554 -4.808565 4.753421 0.43 -0.35 -0.34
H 1.761744 -3.516505 5.420961 -0.12 0.01 0.57
H 1.706004 -6.273825 6.410141 -0.06 -0.11 0.05
H -0.523866 -6.356885 5.853221 -0.91 0.78 0.67
H 0.441544 -6.361135 4.637351 0.08 0.86 -1.47
H -0.908766 -3.767915 5.711481 -0.58 -0.03 0.05
H -1.605716 -4.718485 4.293801 -0.22 -0.06 0.36
H -1.253016 -1.992555 3.579961 0.09 0.21 0.40
H -1.342886 -3.199625 2.391661 -0.13 -0.70 0.04
H 0.011474 -2.169365 2.380211 0.59 -0.14 0.37
C 0.578234 -1.702735 -3.619939 0.50 -0.01 0.09
O 0.761514 -1.000855 -2.388289 -0.67 -0.92 -0.78
C 2.111564 -0.839865 -2.089089 0.90 0.30 2.40
C 2.355004 -0.762255 -0.498909 0.37 1.16 -1.40
N 1.764514 0.421985 0.172611 -1.38 -1.06 -1.74
C 0.285744 0.196765 0.232681 0.63 1.75 0.59
C -0.267556 1.271495 1.176041 -0.65 -1.08 1.82
O -1.647566 1.007445 1.592131 -0.26 1.15 -1.59
C -2.510626 1.996735 0.947461 0.43 -0.67 0.43
H -0.472886 -1.703455 -3.908479 0.16 0.36 -0.03
H 0.906834 -2.741755 -3.596489 -0.10 -0.39 0.70
H 1.255824 -1.315765 -4.381009 -0.40 0.71 -0.32
H 2.522854 0.046405 -2.572259 -0.10 0.49 0.05
H 2.740214 -1.651425 -2.455509 -0.14 -0.49 0.03
H 3.436794 -0.676485 -0.396569 0.15 -0.11 0.01
H 2.057634 -1.700135 -0.029799 -0.29 -0.31 -0.03
H 2.094504 0.497975 1.124151 0.23 -0.20 0.20
H 0.093114 -0.824175 0.562341 -0.39 0.00 0.31
H -0.218586 0.340495 -0.722879 0.46 -0.17 -0.14
H -0.149266 2.305885 0.853321 -0.11 -0.10 -0.63
H 0.243234 1.252475 2.138761 0.54 -0.24 -0.02
H -3.567176 1.746165 1.042481 0.18 -0.23 0.27
H -2.308266 2.044805 -0.122509 0.15 0.08 -0.08
H -2.318036 2.952335 1.435141 -0.16 0.22 -0.18
C 3.835504 -1.066015 4.441371 1.35 -1.03 -0.66
C 2.510774 -0.785605 3.830161 -0.09 0.91 1.11
C 1.524994 -0.506495 4.928641 -1.39 -0.98 -0.09
O 2.655984 0.373635 3.048811 -0.28 0.43 -1.26
H 4.494894 -1.286615 3.601941 0.34 -0.52 0.07
H 3.783244 -1.895425 5.146671 0.23 0.04 0.00
H 4.337404 -0.207375 4.887381 -0.54 0.26 0.42
H 2.169224 -1.579925 3.166471 0.05 -0.11 0.09
H 1.505174 -1.326745 5.646201 0.35 0.16 0.36
H 0.514774 -0.553975 4.522081 -0.21 0.57 -0.09
H 1.701164 0.454955 5.411011 0.08 -0.07 0.06
H 3.021254 1.060275 3.611581 0.14 0.48 0.06
C -4.179866 1.163635 4.127041 -0.30 0.79 0.57
C -3.269826 -0.023795 4.110501 -1.32 -1.92 -0.12
C -3.643666 -1.044335 5.193701 1.13 0.45 0.77
O -3.529376 -0.762355 2.900001 0.39 0.18 -0.22
H -4.118956 1.722375 3.193131 0.04 0.15 0.16
H -3.996736 1.808425 4.986581 0.46 0.26 -0.13
H -5.216666 0.875765 4.301011 -0.10 -0.42 -0.40
H -2.206636 0.215705 4.129501 0.01 0.27 0.19
H -3.871686 -0.514285 6.118441 -0.44 -0.13 0.00
H -2.769776 -1.638335 5.461241 0.16 -0.20 -0.14
H -4.407416 -1.758135 4.885021 -0.22 0.47 -0.09
H -3.035916 -0.261965 2.246011 0.23 -0.08 -0.63
```
Forces are in eV/Å.